Density functional theory data (wB97M-V/def2-TZVPD) for a structure of composition C16H40ClO2P2Si2Yb.

Geometry as XYZ:
```
64
Properties=species:S:1:pos:R:3:mulliken_charge:R:1
C 0.125 1.238 -5.796 -1.196
C -0.309 0.852 -4.448 0.532
H 0.534 0.332 -6.284 0.341
H 0.888 2.055 -5.827 0.305
H -0.782 1.599 -6.353 0.390
O 0.538 0.855 -3.429 -0.396
Cl -1.787 0.114 -4.235 -0.089
Yb -0.733 0.320 0.667 0.068
P 0.081 2.613 -2.907 0.769
C 1.710 3.233 -2.536 -1.119
C -0.825 3.706 -4.010 -1.100
H -0.963 4.633 -3.427 0.501
H -1.178 3.267 -1.048 0.441
H -1.816 3.294 -4.262 0.406
H -1.615 1.584 -1.489 0.522
H 2.442 3.031 -3.339 0.348
H -0.245 3.948 -4.918 0.407
C -0.763 2.300 -1.360 -0.382
H 1.617 4.322 -2.402 0.461
H 0.035 2.034 -0.622 -0.548
H 2.067 2.795 -1.588 0.336
P 0.103 -2.434 -1.374 0.934
C 1.540 -3.416 -0.817 -1.286
C -1.245 -3.680 -1.258 -1.356
H -0.442 -2.483 -3.763 0.350
H 0.838 -3.677 -3.357 0.511
H 1.238 -1.947 -3.457 0.288
C 0.463 -2.661 -3.167 -1.355
H -2.156 -3.228 -1.676 0.369
H -0.988 -4.581 -1.838 0.430
H 1.458 -4.436 -1.238 0.450
H 1.576 -3.448 0.281 0.273
H -1.430 -3.945 -0.210 0.356
H 2.450 -2.929 -1.208 0.430
C 1.336 -0.153 -0.295 0.323
O 2.442 -0.173 -0.655 -0.290
C -2.280 -1.669 2.103 -1.227
Si -0.684 -1.736 3.125 0.112
C -1.143 -1.684 4.950 -1.123
C 0.097 -3.414 2.789 -0.922
C 0.485 -0.397 2.552 -0.038
Si 0.511 1.314 3.299 0.412
C 1.552 1.407 4.853 -1.201
C 1.199 2.496 1.990 -1.111
C -1.238 1.978 3.580 -1.162
H -3.015 -2.258 2.688 0.380
H -2.197 -2.164 1.124 0.325
H -2.744 -0.670 1.993 0.507
H -1.542 -2.653 5.273 0.387
H -0.276 -1.473 5.591 0.364
H -1.911 -0.935 5.185 0.316
H 1.157 -3.410 3.079 0.331
H 0.030 -3.709 1.737 0.064
H -0.406 -4.191 3.380 0.417
H 1.514 -0.803 2.491 0.629
H 2.562 1.782 4.612 0.342
H 1.111 2.086 5.603 0.382
H 1.652 0.407 5.304 0.290
H 1.810 2.009 1.215 0.252
H 0.428 3.144 1.538 0.263
H 1.869 3.156 2.561 0.462
H -1.544 2.712 2.815 0.377
H -2.023 1.217 3.679 0.364
H -1.181 2.520 4.535 0.386
```

Results
Lowest unoccupied orbital energy (spin up / spin down) in eV: -6.791 / -6.666
Maximum force in eV/A: 5.2
Calculated total energy in hartree: -3664.0712
Multiplicity: 2
Total charge: +2
E_HOMO (spin up / spin down) in hartree: -0.47256 / -0.47256


Density functional theory data (wB97M-V/def2-TZVPD) for a structure of composition C10H31N9O6Zn.

Geometry as XYZ:
```
57
Properties=species:S:1:pos:R:3:mulliken_charge:R:1
Zn -0.542 -0.278 -0.050 0.336
C 0.424 1.047 -2.761 0.522
O 0.300 0.409 -1.681 -0.417
N 1.106 2.114 -2.943 -0.404
N 0.073 0.651 -3.885 -0.352
H 0.871 2.646 -3.768 0.186
H 1.565 2.534 -2.147 0.207
H 0.098 1.284 -4.672 0.164
H -0.485 -0.179 -4.028 0.202
C -3.319 0.130 -1.618 0.537
O -2.391 -0.245 -0.974 -0.310
N -4.183 1.030 -1.188 -0.468
N -3.612 -0.225 -2.815 -0.389
H -4.870 1.414 -1.820 0.171
H -4.023 1.417 -0.268 0.215
H -4.402 0.128 -3.336 0.175
H -2.979 -0.834 -3.313 0.197
C -1.302 2.409 1.411 0.599
O -0.968 1.506 0.700 -0.603
N -1.579 3.573 0.894 -0.444
N -0.949 2.444 2.661 -0.372
H -1.591 3.527 -0.115 0.242
H -1.814 4.360 1.481 0.197
H -0.654 1.614 3.154 0.182
H -1.022 3.252 3.263 0.187
C -1.683 -2.299 2.022 0.545
O -1.462 -1.396 1.228 0.294
N -1.541 -2.275 3.303 -0.458
N -2.384 -3.322 1.651 -0.442
H -1.050 -1.474 3.673 0.200
H -1.813 -3.061 3.876 0.191
H -2.660 -3.169 0.692 0.233
H -2.772 -3.904 2.380 0.202
C -0.607 -3.124 -1.619 -0.963
O 0.063 -2.145 -0.861 0.263
C 1.180 -2.584 -0.073 -0.849
C 1.951 -1.336 0.243 -0.916
N 1.172 -0.383 1.052 0.155
C 1.975 0.828 1.513 -0.218
C 3.109 1.365 0.553 -0.896
O 4.306 0.683 0.675 -0.341
C 5.321 1.305 1.477 -0.752
H -1.031 -3.951 -1.049 0.354
H 0.018 -3.536 -2.412 0.283
H -1.492 -2.637 -2.028 0.201
H 1.800 -3.268 -0.652 0.549
H 0.788 -3.154 0.769 0.281
H 2.256 -0.830 -0.673 0.412
H 2.940 -1.535 0.656 0.736
H 1.134 -0.845 1.949 0.250
H 2.459 0.650 2.473 0.360
H 1.248 1.561 1.861 0.277
H 3.339 2.430 0.582 0.478
H 2.778 1.252 -0.480 0.101
H 5.857 2.005 0.836 0.299
H 6.119 0.646 1.818 0.281
H 4.927 1.775 2.378 0.330
```

Results
Lowest unoccupied orbital energy in eV: -4.680
Maximum force in eV/A: 8.9
Calculated total energy in hartree: -3122.8009
Total charge: +2
E_HOMO in hartree: -0.53357


Density functional theory data (wB97M-V/def2-TZVPD) for a cluster of 2 separate species, BrHIP in total.

Geometry as XYZ:
```
4
Properties=species:S:1:pos:R:3:mulliken_charge:R:1
P 0.266 -0.008 -0.981 0.068
Br 0.897 -1.627 0.297 -0.075
I 1.086 2.023 0.096 -0.003
H -2.248 -0.389 0.589 0.010
```

Results
Lowest unoccupied orbital energy (spin up / spin down) in eV: -1.653 / -0.555
Maximum force in eV/A: 0.8
Calculated total energy in hartree: -3213.5640
E_HOMO (spin up / spin down) in hartree: -0.36549 / -0.30972


Density functional theory data (wB97M-V/def2-TZVPD) for a cluster of 2 separate species, C6H15NO in total.

Geometry as XYZ:
```
23
Properties=species:S:1:pos:R:3:mulliken_charge:R:1
C -0.163 1.654 0.360 -0.377
C -0.451 1.044 -1.029 -0.901
C 0.067 -0.386 -0.882 0.778
C -0.882 -1.301 -0.630 -0.242
C -0.767 -2.764 -0.469 -1.364
C 1.573 -0.432 -0.983 -1.272
N -0.256 3.120 0.397 -0.622
H -0.748 1.057 1.142 0.342
H 0.823 1.318 0.652 0.233
H 0.041 1.596 -1.836 0.330
H -1.512 1.115 -1.339 0.327
H -1.884 -0.898 -0.629 0.339
H -0.008 -3.224 -1.108 0.367
H -0.567 -3.085 0.554 0.248
H -1.689 -3.256 -0.801 0.346
H 1.867 -1.440 -0.722 0.361
H 1.812 -0.109 -1.987 0.353
H 2.007 0.332 -0.307 0.317
H 0.534 3.491 -0.093 0.204
H -0.481 3.448 1.320 0.232
H 1.142 -1.388 2.093 0.290
H -0.088 -1.288 3.019 0.286
O 0.465 -0.781 2.419 -0.575
```

Results
Lowest unoccupied orbital energy in eV: 0.681
SMILES: C/C=C(\C)CCN.O
Maximum force in eV/A: 2.0
Calculated total energy in hartree: -367.5526
E_HOMO in hartree: -0.30882


Density functional theory data (wB97M-V/def2-TZVPD) for a structure of composition C6H16N2.

Geometry as XYZ:
```
24
Properties=species:S:1:pos:R:3:mulliken_charge:R:1
C 0.302 -1.479 0.043 -0.584
N 2.615 0.206 1.352 -0.439
C 1.550 -1.676 -0.811 -0.764
C 3.066 0.317 0.157 -0.598
C -0.364 -0.118 -0.262 -0.613
C -1.796 0.046 0.157 -0.604
C -2.262 1.511 -0.095 -0.921
N -3.604 2.068 0.218 -0.648
H 0.643 -1.464 1.080 0.273
H -0.393 -2.309 -0.147 0.453
H 2.275 -0.869 -0.442 -0.072
H 1.360 -1.565 -1.870 0.400
H 1.911 -2.693 -0.699 0.400
H 3.319 0.502 2.034 0.234
H 4.144 0.141 0.040 0.382
H 2.571 1.088 -0.406 0.248
H 0.322 0.575 0.215 0.237
H -0.184 0.056 -1.330 0.376
H -2.441 -0.706 -0.317 0.492
H -1.935 -0.109 1.231 0.329
H -1.467 2.090 0.404 0.383
H -1.989 1.619 -1.137 0.338
H -4.040 1.591 1.019 0.289
H -3.602 1.177 -0.433 0.408
```

Results
Lowest unoccupied orbital energy in eV: 0.338
Maximum force in eV/A: 5.2
Calculated total energy in hartree: -347.5170
E_HOMO in hartree: -0.32815


Density functional theory data (wB97M-V/def2-TZVPD) for a structure of composition C51H58BrMnN6O2P2SSi2.

Geometry as XYZ:
```
124
Properties=species:S:1:pos:R:3:mulliken_charge:R:1
Mn -0.438 -0.466 0.177 0.355
C -3.778 0.245 -3.505 -1.104
Si -3.605 0.899 -1.761 0.526
C -4.264 2.658 -1.758 -0.859
C -4.746 -0.140 -0.730 -0.988
N -1.996 0.830 -1.119 0.389
P -0.700 1.596 -1.616 1.640
C 0.311 2.035 -0.218 -1.951
P -0.381 2.086 1.433 0.860
N -0.380 0.686 2.143 0.866
Si -0.064 0.222 3.778 0.098
C 0.032 -1.624 3.950 -0.596
C -1.462 0.789 4.883 -1.096
C 1.550 0.949 4.386 -0.967
C -2.032 2.854 1.422 1.096
C -3.115 2.080 1.818 -0.288
C -4.377 2.650 1.925 -0.600
C -4.560 3.997 1.656 -0.811
C -3.474 4.783 1.288 -0.909
C -2.217 4.213 1.179 -0.485
C 0.579 3.400 2.293 1.185
C 0.120 3.913 3.505 -0.371
C 0.822 4.904 4.168 -0.605
C 1.998 5.404 3.623 -0.665
C 2.458 4.912 2.412 -0.717
C 1.747 3.920 1.748 -0.678
C 0.314 0.738 -2.847 1.000
C 1.577 1.206 -3.208 -0.808
C 2.284 0.581 -4.218 -0.901
C 1.731 -0.513 -4.880 -0.824
C 0.465 -0.961 -4.547 -0.913
C -0.245 -0.329 -3.532 1.120
C -1.051 3.138 -2.570 0.584
C -1.415 3.081 -3.912 -0.301
C -1.739 4.236 -4.607 -0.750
C -1.685 5.469 -3.973 -0.717
C -1.283 5.540 -2.648 -0.713
C -0.961 4.380 -1.959 -0.379
H -3.488 -0.799 -3.595 0.204
H -4.831 0.325 -3.788 0.483
H -3.203 0.822 -4.228 0.265
H -5.339 2.642 -1.573 0.374
H -3.804 3.263 -0.977 -0.001
H -4.093 3.156 -2.711 0.371
H -5.759 -0.054 -1.124 0.504
H -4.443 -1.186 -0.755 0.140
H -4.749 0.171 0.315 0.145
H 0.368 -2.063 3.010 -0.233
H 0.725 -1.898 4.743 0.566
H -0.942 -2.047 4.191 0.206
H -2.355 0.212 4.641 0.169
H -1.210 0.610 5.930 0.486
H -1.709 1.847 4.777 0.235
H 2.281 0.955 3.577 0.130
H 1.457 1.967 4.764 0.346
H 1.949 0.325 5.185 0.535
H -2.969 1.028 2.032 0.140
H -5.216 2.034 2.219 0.418
H -5.543 4.439 1.740 0.358
H -3.607 5.839 1.092 0.430
H -1.370 4.844 0.944 0.481
H -0.802 3.541 3.937 0.218
H 0.451 5.288 5.109 0.429
H 2.551 6.178 4.139 0.365
H 3.368 5.301 1.975 0.434
H 2.096 3.549 0.795 0.255
H 2.003 2.066 -2.706 0.414
H 3.268 0.940 -4.487 0.434
H 2.296 -1.017 -5.653 0.395
H 0.029 -1.814 -5.048 0.478
H -1.228 -0.685 -3.270 -0.751
H -1.440 2.131 -4.428 0.357
H -2.027 4.169 -5.648 0.417
H -1.932 6.371 -4.517 0.370
H -1.208 6.499 -2.149 0.458
H -0.599 4.436 -0.947 0.300
O -2.284 -2.913 -3.209 -0.722
C -1.336 -3.860 -3.263 0.110
C -1.186 -4.600 -4.428 -0.597
C -0.207 -5.582 -4.504 -0.420
C 0.620 -5.827 -3.424 -1.039
C 0.451 -5.087 -2.254 -0.633
C -0.511 -4.099 -2.144 0.644
C -0.838 -3.288 -0.881 0.588
O -1.040 -1.976 -1.200 -0.591
N 0.160 -3.474 0.215 -0.060
N 0.790 -2.253 0.627 0.702
C 2.130 -2.433 0.721 -0.988
C 3.027 -1.736 1.419 -1.058
Br 1.936 0.909 0.012 -0.044
C 3.932 -1.063 2.082 -0.047
C 4.486 -1.458 3.403 0.805
C 3.944 -2.511 4.135 -0.305
C 4.475 -2.869 5.361 -0.589
C 5.561 -2.177 5.888 -0.412
C 6.105 -1.123 5.171 -0.510
C 5.568 -0.770 3.940 -0.464
H -1.997 -2.353 -2.396 -0.219
H -1.843 -4.391 -5.260 0.449
H -0.093 -6.152 -5.418 0.387
H 1.388 -6.585 -3.479 0.407
H 1.099 -5.309 -1.415 0.397
H -1.779 -3.732 -0.485 -0.059
H 0.892 -4.125 -0.081 0.178
H 2.569 -3.275 0.168 0.155
H 4.340 -0.127 1.698 0.196
H 3.098 -3.038 3.721 0.344
H 4.036 -3.688 5.915 0.375
H 5.975 -2.456 6.848 0.360
H 6.946 -0.571 5.569 0.366
H 5.990 0.060 3.384 0.347
C -4.976 -3.064 3.252 -0.799
N -3.718 -3.714 2.979 0.227
C -3.360 -5.002 3.340 -0.342
C -2.121 -5.211 2.850 -0.726
N -1.724 -4.059 2.216 0.536
C -2.711 -3.142 2.269 -1.101
S -2.730 -1.588 1.614 0.173
H -5.621 -3.771 3.769 0.332
H -5.441 -2.745 2.320 0.303
H -4.823 -2.182 3.872 0.238
H -4.008 -5.632 3.914 0.444
H -1.487 -6.073 2.916 0.463
H -0.925 -3.952 1.514 0.147
```

Results
Lowest unoccupied orbital energy (spin up / spin down) in eV: 2.404 / 2.402
Maximum force in eV/A: 2.2
Calculated total energy in hartree: -7842.3311
Multiplicity: 6
Total charge: -1
E_HOMO (spin up / spin down) in hartree: -0.13066 / -0.13255